i:
Computed, not measured: one molecule with the formula C5H5N, with the ωB97M-V functional and the def2-TZVPD basis.

Last column: Löwdin charge in e.
Element x y z (Å)
C  -1.469  -0.914  0.235  -0.10
C  -0.899  0.480  -0.040  -0.25
C  0.544  0.493  -0.266  -0.01
C  1.747  0.473  -0.377  -0.02
C  3.126  0.533  -0.296  -0.24
N  4.275  0.610  -0.159  0.15
H  -1.097  -1.284  1.195  0.08
H  -1.185  -1.620  -0.551  0.08
H  -2.560  -0.855  0.290  0.07
H  -1.056  1.117  0.837  0.12
H  -1.426  0.967  -0.868  0.12

Properties
- SMILES string = CCC#CC#N
- lowest unoccupied orbital energy (eV) = 0.634
- gap between HOMO and LUMO (eV) = 11.08

ii:
Computed, not measured: one molecule with the formula C5H5N, with the ωB97M-V functional and the def2-TZVPD basis.

Last column: Löwdin charge in e.
Element x y z (Å)
C  2.776  -0.472  -0.053  0.00
C  1.752  0.355  -0.053  -0.21
C  0.383  -0.089  0.072  -0.12
C  -0.713  0.693  0.079  -0.11
C  -2.019  0.053  0.025  -0.24
H  3.769  0.027  -0.109  0.07
H  2.793  -1.631  0.127  0.11
H  2.034  1.389  -0.027  0.10
H  0.174  -1.195  0.283  0.15
H  -0.687  1.810  -0.048  0.13
N  -3.022  -0.521  -0.092  0.13

Properties
- SMILES string = C=C/C=C/C#N
- lowest unoccupied orbital energy (eV) = -0.146
- gap between HOMO and LUMO (eV) = 9.42

iii:
Computed, not measured: one molecule with the formula C5H5N, with the ωB97M-V functional and the def2-TZVPD basis.

Last column: Löwdin charge in e.
Element x y z (Å)
C  1.356  1.042  -1.392  0.09
C  0.322  1.198  -0.834  -0.16
C  0.176  -1.609  0.785  -0.06
C  -0.422  -0.244  1.022  -0.32
C  -0.876  0.618  -0.167  -0.20
N  -0.951  -1.551  1.289  0.11
H  2.221  0.896  -1.993  0.03
H  1.077  -2.128  0.425  0.12
H  0.068  0.339  1.854  0.13
H  -1.690  1.440  0.002  0.13
H  -1.281  -0.001  -0.991  0.12

Properties
- SMILES string = C#CC[C@@H]1C=N1
- lowest unoccupied orbital energy (eV) = 0.981
- gap between HOMO and LUMO (eV) = 10.47

What should be chosen as the most stable of them? Choose ii.

i:
Computed, not measured: a 3-piece molecular cluster, C3H10NO2S overall, with the ωB97M-V functional and the def2-TZVPD basis.

Last column: Löwdin charge in e.
Element x y z (Å)
O  1.988  0.182  0.472  0.21
C  0.957  0.787  0.503  -0.17
C  -0.380  0.128  -0.049  -0.34
C  -1.623  0.802  0.512  -0.58
S  -1.983  2.509  0.181  0.85
N  -0.455  -1.385  0.080  0.14
H  0.792  1.885  0.894  0.14
H  -0.483  0.294  -1.185  0.19
H  -2.420  0.279  -0.084  0.11
H  -1.850  0.696  1.597  0.09
H  -1.432  2.956  1.278  -0.16
H  -0.269  -1.670  1.028  0.10
H  0.395  -1.731  -0.233  0.03
H  0.324  1.653  2.499  0.36
H  2.598  -1.809  -2.291  0.07
H  1.828  -2.951  -3.047  0.04
O  2.015  -2.623  -2.156  -0.09

Properties
- lowest unoccupied orbital energy (eV) = -9.320
- total charge = +1
- gap between HOMO and LUMO (eV) = 4.67

ii:
Computed, not measured: a 2-piece molecular cluster, C3H10NO2S overall, with the ωB97M-V functional and the def2-TZVPD basis.

Last column: Löwdin charge in e.
Element x y z (Å)
C  -2.333  0.376  -0.607  -0.31
C  -1.552  -0.943  -0.309  -0.22
C  2.533  0.817  0.150  0.03
N  3.486  0.190  -0.400  0.17
O  -2.982  0.964  0.564  -0.08
O  1.040  -0.750  0.510  -0.63
S  -0.290  -0.225  0.981  1.01
H  -3.069  0.134  -1.428  0.14
H  -1.717  1.247  -0.915  0.12
H  -1.065  -1.203  -1.231  0.10
H  -2.197  -1.539  0.294  0.07
H  2.437  0.862  1.193  0.10
H  1.938  1.502  -0.386  0.11
H  4.248  -0.225  0.117  0.15
H  -0.450  -1.283  1.895  0.04
H  3.531  -0.216  -1.316  0.15
H  -3.559  0.292  0.888  0.07

Properties
- lowest unoccupied orbital energy (eV) = -3.965
- total charge = +1
- gap between HOMO and LUMO (eV) = 9.63

What should be chosen as the most stable of them? Choose ii.

i:
Computed, not measured: a 2-piece molecular cluster, C5H16N2O overall, with the ωB97M-V functional and the def2-TZVPD basis.

Last column: Löwdin charge in e.
Element x y z (Å)
C  0.209  -2.207  -2.718  -0.14
C  -0.741  -1.799  -1.624  -0.36
N  -0.067  -0.906  -0.673  -0.09
C  -1.031  -0.091  0.174  -0.18
C  -0.312  0.966  1.118  -0.17
N  -0.174  0.495  2.586  -0.12
C  -0.611  1.543  3.522  -0.16
H  -0.463  -2.943  -3.333  0.09
H  0.322  -1.427  -3.595  0.09
H  1.255  -2.500  -2.334  0.09
H  -1.582  -1.286  -2.104  0.11
H  -1.118  -2.669  -1.110  0.10
H  0.483  -1.524  -0.009  0.13
H  -1.701  0.291  -0.520  0.08
H  -1.568  -0.661  0.834  0.07
H  -0.762  1.962  0.977  0.10
H  0.645  1.311  0.701  0.09
H  0.772  0.218  2.726  0.07
H  -1.688  1.605  3.468  0.06
H  -0.080  2.484  3.578  0.07
H  -0.620  0.993  4.547  0.10
H  2.019  1.368  -2.836  0.05
H  2.263  1.189  -1.286  -0.04
O  2.303  1.750  -1.991  -0.03

Properties
- SMILES string = CCNCCNC.O
- lowest unoccupied orbital energy (eV) = 0.984
- gap between HOMO and LUMO (eV) = 9.98

ii:
Computed, not measured: a 2-piece molecular cluster, C5H16N2O overall, with the ωB97M-V functional and the def2-TZVPD basis.

Last column: Löwdin charge in e.
Element x y z (Å)
C  -0.181  -2.007  -0.171  -0.07
C  0.979  -1.324  -0.907  -0.43
C  1.147  0.171  -0.628  -0.17
C  0.370  1.205  -1.436  -0.22
C  -2.049  1.335  -1.225  -0.16
N  -0.774  1.801  -0.702  -0.13
N  2.282  -1.932  -0.459  0.00
H  -0.328  -2.993  -0.622  0.07
H  -1.078  -1.391  -0.269  0.06
H  -0.022  -2.259  0.880  0.07
H  0.904  -1.633  -1.948  0.13
H  1.068  0.344  0.446  0.12
H  2.203  0.345  -0.863  0.11
H  1.036  2.068  -1.594  0.10
H  0.028  0.941  -2.431  0.11
H  -2.906  1.683  -0.645  0.07
H  -2.273  1.790  -2.197  0.08
H  -2.140  0.244  -1.279  0.06
H  -0.722  1.746  0.294  0.08
H  2.457  -1.575  0.474  0.06
H  2.173  -2.938  -0.374  0.06
H  -0.455  0.454  4.549  0.03
H  -1.384  1.641  4.749  0.01
O  -1.334  0.783  4.369  -0.04

Properties
- SMILES string = CNCC[C@H](C)N.O
- lowest unoccupied orbital energy (eV) = 0.669
- gap between HOMO and LUMO (eV) = 9.06

What should be chosen as the most stable of them? Choose ii.

i:
Computed, not measured: a 2-piece molecular cluster, C5H16N2O overall, with the ωB97M-V functional and the def2-TZVPD basis.

Last column: Löwdin charge in e.
Element x y z (Å)
C  0.330  0.996  1.378  -0.14
N  0.295  -0.011  0.331  -0.12
C  0.095  0.377  -1.069  -0.41
C  -1.249  -0.124  -1.575  -0.17
C  -2.427  -0.101  -0.615  -0.32
N  -2.486  -1.086  0.441  0.00
C  1.343  0.096  -1.903  -0.06
H  1.211  1.631  1.528  0.07
H  -0.545  1.645  1.318  0.07
H  0.194  0.403  2.294  0.07
H  0.973  -0.738  0.544  0.11
H  0.092  1.479  -1.004  0.13
H  -1.533  0.358  -2.510  0.11
H  -1.048  -1.178  -1.828  0.12
H  -2.514  0.968  -0.301  0.10
H  -3.382  -0.078  -1.160  0.10
H  -3.048  -0.756  1.205  0.06
H  -1.553  -1.166  0.850  0.05
H  1.166  -0.025  -2.987  0.08
H  1.938  -0.777  -1.638  0.07
H  2.034  0.941  -1.977  0.07
H  4.118  -0.750  2.797  0.02
H  2.653  -0.826  3.210  0.05
O  3.341  -1.281  2.670  -0.07

Properties
- SMILES string = CN[C@@H](C)CCN.O
- lowest unoccupied orbital energy (eV) = 0.687
- gap between HOMO and LUMO (eV) = 9.00

ii:
Computed, not measured: a 2-piece molecular cluster, C5H16N2O overall, with the ωB97M-V functional and the def2-TZVPD basis.

Last column: Löwdin charge in e.
Element x y z (Å)
C  -0.332  0.747  1.694  -0.11
N  0.477  -0.207  0.923  -0.21
C  0.983  -1.183  1.949  -0.06
C  -1.555  -1.602  -0.045  -0.04
C  -0.216  -0.783  -0.185  -0.34
C  -0.378  0.392  -1.293  -0.22
N  -1.295  -0.063  -2.294  -0.02
H  0.168  1.698  1.827  0.08
H  -1.223  1.039  1.133  0.07
H  -0.850  0.384  2.627  0.10
H  2.067  -1.255  1.964  0.08
H  0.599  -1.043  2.896  0.04
H  0.681  -2.171  1.594  0.08
H  -1.614  -1.965  0.942  0.06
H  -2.380  -0.999  -0.127  0.04
H  -1.584  -2.421  -0.752  0.09
H  0.419  -1.543  -0.533  0.11
H  0.536  0.679  -1.811  0.09
H  -0.720  1.259  -0.730  0.09
H  -2.117  -0.563  -2.025  0.04
H  -1.595  0.721  -2.912  0.09
H  1.837  1.867  -1.428  0.00
H  2.098  1.908  0.114  0.04
O  2.299  2.358  -0.738  -0.08

Properties
- SMILES string = C[C@@H](CN)N(C)C.O
- lowest unoccupied orbital energy (eV) = 0.815
- gap between HOMO and LUMO (eV) = 9.68

iii:
Computed, not measured: a 2-piece molecular cluster, C5H16N2O overall, with the ωB97M-V functional and the def2-TZVPD basis.

Last column: Löwdin charge in e.
Element x y z (Å)
N  3.051  -0.028  0.505  -0.15
N  -1.353  1.082  -0.995  -0.12
C  3.853  -0.763  1.503  -0.14
C  -2.809  0.921  -0.879  -0.13
C  1.676  -0.431  0.630  -0.29
C  -0.715  0.184  -0.052  -0.30
C  0.746  0.574  -0.144  -0.19
H  2.980  0.942  0.838  0.10
H  -1.239  2.007  -0.561  0.10
H  4.821  -0.258  1.662  0.08
H  4.046  -1.793  1.159  0.08
H  3.318  -0.809  2.467  0.07
H  -3.115  0.686  0.155  0.09
H  -3.272  0.185  -1.558  0.01
H  -3.186  1.925  -1.138  0.09
H  1.572  -1.483  0.302  0.13
H  1.377  -0.380  1.695  0.11
H  -0.877  -0.850  -0.411  0.13
H  -1.012  0.222  1.013  0.12
H  0.942  0.503  -1.231  0.12
H  0.972  1.610  0.172  0.11
O  -3.620  -1.560  -1.557  -0.09
H  -4.582  -1.759  -1.492  0.07
H  -3.574  -0.728  -2.081  0.00

Properties
- SMILES string = CNCCCNC.O
- lowest unoccupied orbital energy (eV) = 0.833
- gap between HOMO and LUMO (eV) = 9.86

What should be chosen as the most stable of them? Choose i.

i:
Computed, not measured: a 2-piece molecular cluster, C5H16N2O overall, with the ωB97M-V functional and the def2-TZVPD basis.

Last column: Löwdin charge in e.
Element x y z (Å)
C  0.253  -0.899  0.020  -0.19
N  -0.945  -0.716  -0.816  -0.25
C  -1.804  -1.902  -0.816  -0.12
C  -1.686  0.463  -0.368  -0.11
C  1.470  -0.196  -0.554  -0.43
C  1.456  1.310  -0.706  -0.07
N  2.627  -0.543  0.313  0.02
H  0.479  -1.964  0.102  0.11
H  0.023  -0.548  1.027  0.12
H  -1.246  -2.708  -1.304  0.08
H  -2.098  -2.342  0.152  0.08
H  -2.670  -1.620  -1.408  0.08
H  -1.129  1.349  -0.648  0.06
H  -1.814  0.509  0.719  0.06
H  -2.699  0.488  -0.774  0.08
H  1.646  -0.667  -1.517  0.13
H  0.933  1.615  -1.617  0.08
H  0.936  1.807  0.118  0.06
H  2.470  1.700  -0.713  0.07
H  3.480  -0.531  -0.231  0.07
H  2.520  -1.441  0.767  0.06
H  -1.552  2.835  2.126  0.05
H  -0.170  2.319  2.397  0.04
O  -1.082  2.015  2.329  -0.06

Properties
- SMILES string = C[C@@H](N)CN(C)C.O
- lowest unoccupied orbital energy (eV) = 0.808
- gap between HOMO and LUMO (eV) = 9.16

ii:
Computed, not measured: a 2-piece molecular cluster, C5H16N2O overall, with the ωB97M-V functional and the def2-TZVPD basis.

Last column: Löwdin charge in e.
Element x y z (Å)
N  -1.923  -1.510  2.169  -0.03
C  -1.905  -0.179  1.737  -0.34
C  -1.333  0.200  0.322  -0.21
N  0.137  -0.154  0.207  -0.05
C  0.346  1.766  -1.477  -0.08
C  0.885  1.049  -0.193  -0.45
C  2.472  0.908  -0.220  -0.07
H  -2.499  -2.034  1.508  0.07
H  -0.936  -1.846  2.384  0.10
H  -2.957  0.263  1.718  0.12
H  -1.360  0.454  2.495  0.12
H  -1.547  1.251  -0.055  0.10
H  -1.795  -0.242  -0.505  0.08
H  0.255  -1.009  -0.398  0.08
H  0.922  2.759  -1.603  0.10
H  0.412  1.245  -2.396  0.05
H  -0.658  2.047  -1.231  0.03
H  0.614  1.746  0.602  0.12
H  2.984  1.951  -0.270  0.10
H  2.702  0.313  0.710  0.07
H  2.785  0.278  -1.039  0.05
H  0.642  -3.087  -2.327  0.07
H  1.244  -3.285  -0.780  0.09
O  0.513  -2.881  -1.356  -0.12

Properties
- SMILES string = CC(C)NCCN.O
- lowest unoccupied orbital energy (eV) = 0.510
- gap between HOMO and LUMO (eV) = 8.77

What should be chosen as the most stable of them? Choose i.

i:
Computed, not measured: one molecule with the formula C7H16OSi, with the ωB97M-V functional and the def2-TZVPD basis.

Last column: Löwdin charge in e.
Element x y z (Å)
C  -0.750  2.779  2.416  -0.05
C  -1.411  2.260  1.383  -0.27
C  2.248  -0.636  -0.404  -0.10
C  0.958  -2.771  0.001  -0.05
C  -2.476  -0.109  -1.608  -0.15
C  -0.028  -0.444  0.620  -0.20
C  0.855  -1.216  -0.354  -0.55
O  -1.940  1.114  -1.111  -0.29
Si  -0.753  1.426  -0.036  0.58
H  -1.175  3.350  3.203  0.05
H  0.282  2.515  2.417  0.04
H  -2.497  2.525  1.362  0.08
H  2.567  -0.729  0.643  0.08
H  2.292  0.418  -0.785  0.09
H  2.839  -1.261  -1.015  0.06
H  -0.218  -2.766  0.125  0.10
H  1.581  -2.937  0.906  0.09
H  1.208  -3.349  -0.813  0.03
H  -3.528  0.115  -1.977  0.10
H  -2.586  -0.938  -0.922  0.06
H  -1.963  -0.613  -2.413  0.07
H  -0.890  -1.161  0.861  0.08
H  0.619  -0.353  1.538  0.08
H  0.420  -1.144  -1.327  0.10
H  0.037  2.274  -0.800  -0.01

Properties
- SMILES string = C=C[Si@@H](CC(C)C)OC
- lowest unoccupied orbital energy (eV) = 0.929
- gap between HOMO and LUMO (eV) = 10.49

ii:
Computed, not measured: a 2-piece molecular cluster, C7H16OSi overall, with the ωB97M-V functional and the def2-TZVPD basis.

Last column: Löwdin charge in e.
Element x y z (Å)
C  1.410  -1.418  -0.627  0.01
C  2.139  -0.305  -1.185  -0.65
C  3.294  -0.537  -2.258  -0.02
C  1.672  1.057  -0.884  -0.06
C  -1.950  1.703  0.961  -0.22
C  -0.925  -0.749  2.727  -0.25
C  -2.358  -1.362  -0.341  -0.30
O  2.624  -0.881  0.002  -0.10
Si  -1.600  -0.213  0.963  0.78
H  1.772  -2.349  -1.112  0.09
H  2.764  -0.319  -3.226  0.08
H  3.736  -1.542  -2.261  0.08
H  4.053  0.284  -2.143  0.08
H  0.785  1.507  -1.363  0.08
H  2.545  1.675  -1.274  0.09
H  1.643  1.208  0.203  0.08
H  -2.606  2.093  1.658  -0.02
H  -1.003  2.123  1.201  0.00
H  -2.306  2.065  -0.003  0.02
H  -1.545  -1.447  3.367  0.02
H  0.092  -1.348  2.579  0.06
H  -0.761  0.146  3.339  0.00
H  -1.989  -1.025  -1.381  0.04
H  -1.831  -2.374  -0.185  0.03
H  -3.523  -1.491  -0.336  0.04

Properties
- lowest unoccupied orbital energy (alpha / beta) (eV) = 0.253 / -0.566
- gap between HOMO and LUMO (alpha / beta) (eV) = 8.69 / 5.72

What should be chosen as the most stable of them? Choose i.

i:
Computed, not measured: one molecule with the formula CH5P, with the ωB97M-V functional and the def2-TZVPD basis.

Last column: Löwdin charge in e.
Element x y z (Å)
C  -0.729  -0.053  -0.248  -0.50
P  1.098  0.339  -0.261  0.64
H  -1.470  0.197  0.673  0.06
H  -0.738  -1.200  -0.289  0.02
H  -1.220  0.473  -1.201  0.04
H  1.616  -0.846  0.358  -0.14
H  1.442  1.089  0.967  -0.12

Properties
- SMILES string = CP
- lowest unoccupied orbital energy (eV) = 1.052
- gap between HOMO and LUMO (eV) = 10.32

ii:
Computed, not measured: a 2-piece molecular cluster, CH5P overall, with the ωB97M-V functional and the def2-TZVPD basis.

Last column: Löwdin charge in e.
Element x y z (Å)
C  -0.069  1.275  0.147  0.00
P  -0.386  -1.726  -0.962  0.58
H  0.113  1.814  -0.836  0.01
H  0.805  0.673  0.367  -0.06
H  -0.905  1.368  0.833  -0.02
H  0.995  -1.307  -1.080  -0.22
H  -0.689  -1.648  -2.281  -0.29

Properties
- lowest unoccupied orbital energy (alpha / beta) (eV) = -0.958 / 0.064
- gap between HOMO and LUMO (alpha / beta) (eV) = 8.00 / 8.85

iii:
Computed, not measured: one molecule with the formula CH5P, with the ωB97M-V functional and the def2-TZVPD basis.

Last column: Löwdin charge in e.
Element x y z (Å)
C  0.708  -0.386  0.060  -0.40
P  -1.307  -0.116  0.048  0.66
H  1.074  -1.110  0.813  0.00
H  1.042  0.684  0.165  0.00
H  0.985  -0.818  -1.009  0.05
H  -1.050  0.949  -1.062  -0.07
H  -1.452  0.797  0.984  -0.23

Properties
- SMILES string = CP
- lowest unoccupied orbital energy (eV) = 0.914
- gap between HOMO and LUMO (eV) = 10.34

What should be chosen as the most stable of them? Choose i.